C23H51NO3P2Sn | ωB97M-V/def2-TZVPD

Each line ends with the Löwdin charge.
Atoms and positions in Å:
1 Sn -0.15044 0.25379 0.01878  1.24
2 C -1.90128 -1.14271 0.53965  -0.39
3 O -3.04038 -1.47924 0.49212  0.13
4 C 0.87864 -1.61318 -1.18114  -0.02
5 O 0.82584 -2.73490 -1.46283  0.21
6 P -1.39873 0.71635 -2.27533  1.05
7 C -0.32966 1.83359 -3.30644  -0.52
8 H -0.93713 2.02183 -4.20822  0.12
9 C -1.69711 -0.79133 -3.32070  -0.50
10 H -0.69475 -1.25450 -3.36282  0.09
11 C -2.92657 1.70885 -1.87264  -0.51
12 H -2.49967 2.56894 -1.32743  0.11
13 C 1.32280 0.57477 3.69880  -0.51
14 P 1.75301 -0.02498 1.97433  1.11
15 H 3.92431 0.89999 1.72751  0.14
16 H 1.21800 1.66248 3.58361  0.10
17 C 2.80529 -1.57299 2.14130  -0.47
18 H 3.47250 -1.32672 2.98615  0.14
19 C -2.63761 -1.80956 -2.67237  -0.07
20 H -2.59739 -2.74465 -3.25388  0.12
21 H -3.68040 -1.45980 -2.67263  0.10
22 H -2.35074 -2.04881 -1.64098  0.04
23 C -2.14961 -0.46536 -4.74325  -0.04
24 H -3.15673 -0.03213 -4.75424  0.09
25 H -2.18562 -1.40580 -5.30936  0.13
26 H -1.46284 0.20854 -5.26614  0.09
27 C -3.66221 2.23214 -3.10351  -0.05
28 H -3.00644 2.75163 -3.81059  0.09
29 H -4.41824 2.95368 -2.76349  0.12
30 H -4.19405 1.42784 -3.62662  0.09
31 C -3.91289 1.03108 -0.91575  -0.08
32 H -4.69112 1.76059 -0.64240  0.12
33 H -3.44125 0.70209 0.01529  0.04
34 H -4.41133 0.16538 -1.37387  0.09
35 C -0.08271 3.16831 -2.58939  -0.09
36 H -1.01712 3.71507 -2.40567  0.09
37 H 0.56508 3.80280 -3.20945  0.10
38 H 0.42945 3.02022 -1.62618  0.05
39 C 0.98310 1.15458 -3.72843  -0.07
40 H 1.60672 0.89467 -2.85999  0.06
41 H 1.56399 1.85388 -4.34822  0.12
42 H 0.81285 0.24495 -4.31963  0.09
43 C 2.41706 0.30791 4.73594  -0.05
44 H 3.38051 0.75198 4.45952  0.10
45 H 2.55429 -0.76306 4.91139  0.09
46 H 2.11391 0.75335 5.69206  0.12
47 C -0.03416 0.09737 4.22753  -0.09
48 H -0.12691 -0.99356 4.18395  0.06
49 C 3.09520 1.37702 -0.19860  -0.14
50 H -0.86301 0.58378 3.68397  0.09
51 H -0.12796 0.39877 5.28458  0.12
52 C 2.66565 2.65812 1.91093  -0.08
53 H 2.23268 1.89550 -0.65154  0.02
54 H 3.98149 2.00338 -0.41057  0.11
55 H 3.23367 0.41821 -0.71382  0.07
56 C 2.96103 1.26818 1.33478  -0.52
57 H 3.31085 3.39652 1.41685  0.11
58 H 2.85914 2.70744 2.98872  0.09
59 H 1.62214 2.95631 1.72598  0.09
60 C 3.64179 -1.84163 0.88982  -0.07
61 H 2.98896 -1.97226 0.01482  0.05
62 H 4.19119 -2.78074 1.04677  0.12
63 H 4.36669 -1.04301 0.69648  0.09
64 C 2.03205 -2.85025 2.50530  -0.08
65 H 1.36438 -3.15519 1.68575  0.07
66 H 1.44287 -2.75341 3.42791  0.08
67 H 2.75301 -3.66935 2.65652  0.12
68 H 3.39044 3.97723 -1.65896  0.04
69 H 2.96688 4.07324 -2.27113  0.05
70 C -1.83101 -4.69743 2.04003  0.06
71 N -2.06968 -3.50986 2.90619  -0.08
72 C -2.66088 -3.72762 4.22281  0.04
73 C -1.76009 -2.30931 2.52469  -0.18
74 O -1.04128 -2.14935 1.42337  -0.13
75 H -2.21945 -5.53831 2.62109  0.11
76 H -0.75859 -4.87199 1.85035  0.11
77 H -2.39908 -4.60734 1.10157  0.12
78 H -1.94645 -3.45200 5.01412  0.12
79 H -3.59321 -3.16252 4.32545  0.13
80 H -2.85559 -4.80178 4.27645  0.11
81 H -2.21314 -1.43174 2.98984  0.17

For the gap between HOMO and LUMO, the calculation gives 0.2420 Eh. The value obtained for the electronic energy is -2082.7724 Ha. The lowest unoccupied orbital energy is -15.5 eV. Its total charge is +4.